No. 1
{"formula": "C4H10N3", "method": "ωB97M-V/def2-TZVPD", "elements": ["N", "N", "N", "C", "C", "C", "C", "H", "H", "H", "H", "H", "H", "H", "H", "H", "H"], "xyz": [[0.0014, -3.1588, 0.2738], [0.5781, -0.2135, 1.6913], [-1.3974, 0.0152, -1.2499], [-0.2078, -1.9950, 0.3876], [0.0061, -0.6207, 0.4379], [-0.6802, 0.3530, -0.2105], [-0.4178, 1.8134, 0.0465], [-0.1576, -0.2100, 2.4270], [1.5446, -0.3235, 1.9725], [0.5027, 2.0707, -0.3237], [-0.2589, 2.0050, 1.1386], [-1.5509, -0.9054, -1.5246], [-0.0010, -4.0013, 0.6979], [-1.2454, 2.4613, -0.2965], [2.3733, -1.6168, -0.5128], [1.7162, -1.1269, -0.4195], [-1.9696, 0.7101, -1.7161]], "forces_ev_per_a": [[-0.3602, 5.6744, -0.8957], [-1.3114, -0.1957, 0.7421], [-1.2382, 2.3281, -0.5247], [1.0159, -1.7067, -0.7572], [0.4257, -0.8472, 3.4136], [0.0956, 1.0610, -1.7675], [-2.7154, -0.4930, 2.5313], [1.5548, -0.0371, -0.4604], [-0.3100, -0.3298, -0.3282], [2.1918, 0.6522, -1.5332], [-0.4960, -0.3500, -0.8765], [-0.2271, -1.7303, -0.4256], [-0.3629, -3.4104, 1.3682], [0.5895, -0.3806, -0.1205], [-1.5354, 1.2964, 0.1640], [2.4370, -1.3802, -0.5248], [0.2464, -0.1511, -0.0051]], "orbital_gap_ev": 9.01, "homo_energy_ev": -13.4, "total_charge": 1, "fmax_ev_per_a": 5.76}

***

No. 2
{"formula": "C4H10N3", "method": "ωB97M-V/def2-TZVPD", "elements": ["N", "N", "N", "C", "C", "C", "C", "H", "H", "H", "H", "H", "H", "H", "H", "H", "H"], "xyz": [[0.2678, -1.9366, 0.1698], [-0.2311, -0.7239, -0.4671], [-2.3545, 0.1567, 0.0665], [-1.4504, 1.2389, 0.2953], [1.0645, 1.2348, -0.6276], [-1.8159, -0.8335, -0.4358], [0.0010, 0.5482, 0.3339], [-1.6268, 1.7023, 1.2871], [1.9914, 0.6555, -0.5946], [1.3370, -2.0628, 0.2189], [-1.3731, 2.0274, -0.4390], [0.5368, 1.4206, -1.6415], [0.1737, 0.5199, 1.4221], [1.2830, 2.1275, -0.1367], [0.1420, -2.5627, -0.5775], [-0.1326, -2.0184, 1.1807], [-2.0165, -1.8012, -0.8887]], "forces_ev_per_a": [[1.7037, 1.5832, 2.3156], [-1.5926, 0.8350, 1.6267], [-1.6883, -0.1213, -1.3109], [2.5134, -0.3933, 1.7455], [-2.0690, -0.7661, 0.7285], [3.6317, -0.3774, 0.1399], [-0.2315, 0.4867, -2.6596], [-0.2134, -0.1777, -0.7060], [-0.2468, -0.0203, -0.7054], [-1.4995, 1.3363, 0.2816], [-0.8985, -0.0282, -0.5329], [1.3635, -0.5285, 1.6403], [0.8709, -0.8988, -0.4965], [0.5951, 2.0183, 0.2700], [-1.4284, -2.3241, -0.4513], [0.5969, -0.9146, -2.1812], [-1.4074, 0.2907, 0.2956]], "orbital_gap_ev": 10.18, "homo_energy_ev": -14.2, "total_charge": 1, "smiles": "C[C@H]1CN=CN1[NH3+]", "fmax_ev_per_a": 3.65}

***

No. 3
{"formula": "C4H10N3", "method": "ωB97M-V/def2-TZVPD", "elements": ["N", "N", "N", "C", "C", "C", "C", "H", "H", "H", "H", "H", "H", "H", "H", "H", "H"], "xyz": [[0.0737, -0.8027, 1.3702], [-2.1556, -1.1430, 0.9555], [1.1491, 0.0182, -1.4976], [-1.0025, -0.5108, 0.7683], [-0.8553, 0.7509, -0.2552], [1.2231, -0.0012, 0.8823], [0.6943, 0.8663, -0.3152], [-3.0137, -0.8802, 0.4749], [-1.3879, 0.5346, -1.1492], [0.8347, 0.4533, -2.3848], [-2.3175, -1.6728, 1.8030], [2.1749, 0.0689, -1.4477], [1.8559, 0.6660, 1.5813], [1.9013, -0.8995, 0.6012], [1.0682, 1.8543, -0.3524], [-1.1015, 1.6469, 0.2700], [0.8588, -0.9490, -1.3048]], "forces_ev_per_a": [[1.0707, 0.7838, 0.5331], [-1.9261, -0.2880, -0.0873], [0.8460, 1.7105, -0.1894], [1.0736, 2.3356, -1.0943], [1.7193, -1.8420, 2.4807], [0.5584, -0.8738, 0.7848], [-1.3360, -3.3145, 0.1541], [0.6509, 0.0973, 0.1809], [-0.3428, 0.4431, -0.9485], [0.0791, -0.9276, 0.3221], [0.3988, -0.0202, -0.1967], [-0.2291, -0.4081, -0.4832], [-1.5055, -1.2784, -0.4523], [-0.2428, 1.9336, -0.1211], [0.5193, 0.8535, -0.4378], [-1.2081, 0.5283, 0.1144], [-0.1256, 0.2668, -0.5595]], "orbital_gap_ev": 9.30, "homo_energy_ev": -12.9, "total_charge": 1, "smiles": "NC1=NC[C@@H]([NH3+])C1", "fmax_ev_per_a": 3.58}

***

No. 4
{"formula": "C4H10N3", "method": "ωB97M-V/def2-TZVPD", "elements": ["N", "N", "N", "C", "C", "C", "C", "H", "H", "H", "H", "H", "H", "H", "H", "H", "H"], "xyz": [[-1.4824, 0.1798, 0.2291], [0.2404, 1.2003, -1.4125], [0.6751, -0.2085, 0.4546], [-0.5150, 0.0068, 1.4169], [-0.6685, 1.8924, -1.9295], [1.4427, -1.3812, 0.7509], [-0.3510, -0.1159, -0.7283], [1.2323, 0.6325, 0.5536], [-1.7588, 1.7702, -2.1087], [-2.2860, -0.3960, 0.1037], [-0.3355, 0.9742, 1.9552], [-0.2281, 2.7935, -2.2359], [0.9399, -2.3772, 0.2775], [2.5272, -1.3034, 0.3435], [1.4867, -1.5407, 1.7464], [-0.3452, -1.1219, -1.3376], [-0.5739, -1.0049, 1.9211]], "forces_ev_per_a": [[3.9858, -0.1406, -0.5772], [-1.3005, -6.8096, 2.6466], [-2.0699, 0.5765, 0.6583], [-0.5272, -0.7672, -1.6705], [-2.7337, 3.2802, -2.3942], [1.5064, -3.2171, -4.8673], [2.4739, 0.9210, 1.5417], [0.2668, 0.1261, -0.8310], [0.9458, -0.3127, 0.2344], [-0.5448, -0.5578, 0.3064], [-0.5886, -1.3429, 0.0765], [0.0137, 2.1100, -0.9123], [1.1167, 2.5229, 0.9928], [-2.0051, -0.0926, 0.5219], [0.2129, -0.3449, 3.3511], [-0.1876, 2.3007, 0.6906], [-0.5645, 1.7480, 0.2323]], "orbital_gap_ev": [6.24, 7.52], "homo_energy_ev": [-9.5, -14.9], "spin_multiplicity": 3, "total_charge": 1, "fmax_ev_per_a": 7.42}

***

No. 5
{"formula": "C4H10N3O2", "method": "ωB97M-V/def2-TZVPD", "elements": ["O", "O", "N", "N", "N", "C", "C", "C", "C", "H", "H", "H", "H", "H", "H", "H", "H", "H", "H"], "xyz": [[3.8666, -0.2957, -0.1883], [2.4460, 0.5183, 1.2937], [-1.0630, -0.2204, 0.1857], [-0.1796, 1.8007, -0.5661], [2.7143, -0.0097, 0.0231], [-0.1537, 0.5126, -0.3181], [1.7378, -0.3673, -0.7685], [-0.8397, -1.6779, 0.0644], [-2.5005, 0.2366, 0.3826], [0.7282, 2.0883, -0.8477], [-3.1074, 0.3177, -0.4783], [-1.3351, -1.8724, -0.8403], [3.2953, 0.6523, 1.7739], [-2.9205, -0.6945, 0.8407], [-0.8277, 2.5084, -0.8332], [-1.2678, -2.0973, 0.9233], [1.6658, -0.4519, -1.8210], [0.1453, -1.9294, -0.0086], [-2.4042, 0.9817, 1.1827]], "forces_ev_per_a": [[3.5777, -0.5634, -1.5616], [-1.2443, -0.2786, 0.2081], [-0.8270, -0.4561, -0.8828], [1.4902, 0.3060, -0.4173], [1.1213, 2.4628, 3.0550], [2.7144, 0.3018, -0.4097], [-6.9678, -0.5122, 0.6829], [-2.2141, 1.9736, 0.2947], [1.8034, -2.6377, 2.7217], [0.6700, 0.6373, -0.1853], [-0.0827, 1.0774, -1.2011], [-0.7944, -1.3240, -1.0299], [-0.2232, -0.4291, -0.8460], [0.0431, 0.9849, 0.0888], [-1.4813, -0.1467, 0.3387], [-0.7329, -1.0581, 0.9336], [1.2873, -0.2294, -0.8961], [2.6709, -0.3819, -0.1156], [-0.8106, 0.2733, -0.7780]], "orbital_gap_ev": [6.96, 8.30], "homo_energy_ev": [-10.9, -14.5], "spin_multiplicity": 3, "total_charge": 1, "fmax_ev_per_a": 7.02}

***

No. 6
{"formula": "C4H10N3OS", "method": "ωB97M-V/def2-TZVPD", "elements": ["S", "O", "N", "N", "N", "C", "C", "C", "C", "H", "H", "H", "H", "H", "H", "H", "H", "H", "H"], "xyz": [[-0.9870, 1.8219, 1.3291], [1.5094, -0.2701, -1.7875], [-0.1333, -0.4183, -0.2117], [0.7377, 3.1279, -0.2368], [0.3284, -2.2589, -1.6971], [-1.1337, -0.8418, 0.6830], [-0.9912, 0.0804, 1.9105], [0.5371, 2.0852, 0.5745], [0.5083, -0.9921, -1.1725], [-1.7336, 0.2733, 2.6614], [1.3406, 1.3086, 0.6697], [0.0472, -0.0504, 2.3936], [0.0547, 3.7717, -0.3270], [1.8924, -0.6951, -2.5090], [1.6048, 3.5061, -0.5677], [0.1966, -3.1084, -1.0855], [-1.3087, -1.9875, 0.8875], [-2.1520, -0.6291, 0.2770], [0.9856, -2.3980, -2.4182]], "forces_ev_per_a": [[0.8436, 0.7038, -0.4894], [-2.0880, 1.3187, 2.6478], [2.3602, -0.3150, -1.9078], [1.6402, -2.9032, 1.8333], [-0.3795, -0.4758, 1.3797], [-2.5698, -1.6264, -0.0731], [3.0766, 0.6622, 0.0230], [0.3234, -0.4067, -1.0673], [-0.9042, -0.1082, 1.4951], [-0.6570, -1.1495, 0.4171], [-0.7702, 1.0660, 0.0425], [-1.7440, -0.0269, -0.4495], [-3.1249, 2.3852, -0.3706], [0.9382, -1.2787, -1.8961], [0.8011, -0.7631, 0.0375], [0.0299, 1.7325, -0.8499], [1.1105, 1.9602, 0.1788], [0.5739, 0.1508, -0.1107], [0.5399, -0.9259, -0.8405]], "orbital_gap_ev": 8.87, "homo_energy_ev": -12.9, "total_charge": 1, "fmax_ev_per_a": 3.95}

***

No. 7
{"formula": "C4H10N3S", "method": "ωB97M-V/def2-TZVPD", "elements": ["S", "N", "N", "N", "C", "C", "C", "C", "H", "H", "H", "H", "H", "H", "H", "H", "H", "H"], "xyz": [[-0.0451, -0.2011, 1.8213], [1.0638, -2.5131, 0.8105], [0.6331, -0.8008, -0.6080], [-2.1794, 0.1295, 0.2265], [1.3523, 1.4620, -0.9557], [0.1239, 0.5469, -0.7047], [0.7239, -1.2230, 0.5736], [-0.7969, 0.8040, 0.4718], [-1.0087, 1.7760, 0.9354], [1.3656, -2.9499, 0.0007], [2.1654, 1.6053, -0.0792], [1.7371, 0.9778, -1.8426], [-1.9560, -0.3385, -0.6355], [-0.5040, 0.7310, -1.6589], [-2.9038, 0.8727, 0.1970], [1.5489, -2.8859, 1.5715], [1.0330, 2.4250, -1.1872], [-2.3531, -0.4181, 1.0636]], "forces_ev_per_a": [[0.2010, 0.4673, 0.2329], [-0.7237, 0.7865, 0.4101], [-0.4424, 0.4712, -1.0762], [0.7660, 2.3913, 0.6750], [1.0153, -0.8873, 2.3579], [0.1176, 1.1493, -1.5864], [-0.8539, -0.7656, 0.2820], [0.3880, -0.6605, 2.5959], [0.3790, 0.0469, -0.8079], [0.5596, -0.9200, -1.9906], [-1.9821, -0.9409, -1.9552], [0.8050, 0.2540, -0.0188], [-1.0908, -0.9641, -0.5161], [0.7759, -0.6859, 1.1658], [0.3139, -0.7703, -0.7070], [0.4720, 0.1062, 1.7942], [-0.5304, 1.7772, -0.5759], [-0.1699, -0.8553, -0.2798]], "orbital_gap_ev": 9.67, "homo_energy_ev": -13.2, "total_charge": 1, "smiles": "C[C@H]1N=C(N)S[C@@H]1[NH3+]", "fmax_ev_per_a": 2.94}

***

Result set for total energy: -8770.8702 -8770.2846 -8773.2025 -8765.4687 -12859.3573 -21655.6392 -19608.3233 eV, one per record in the order listed.
Result set for energy relative to the best compared isomer or geometry (same formula, charge and spin): 359.8 416.3 134.8 478.9 531.2 77.7 99.2 kJ/mol, one per record in the order listed.